# 1
Below is 2 unconnected molecules or ions with the total composition C4H5N, with properties calculated with ωB97M-V with the def2-TZVPD basis set.

Atoms and positions in Å:
C (1.899, 2.358, -2.302)
C (-0.572, 0.327, -0.570)
C (-1.167, -0.465, 0.288)
C (-0.204, -1.275, 1.075)
N (-0.005, 1.018, -1.368)
H (2.114, 2.938, -1.396)
H (-2.180, -0.596, 0.523)
H (-0.677, -2.039, 1.596)
H (0.210, -0.688, 1.861)
H (0.583, -1.580, 0.293)

Calculated values
Energy above the lowest of the compared OMol25 structures with the same formula, charge and spin ... 188.5 kcal/mol
Kohn-Sham gap (spin up / spin down) ... 9.83 / 6.89 eV

Atom charges from the Mulliken analysis, given in e for atoms 1 to 6: -0.186, 0.478, -0.509, -0.866, -0.400, 0.169

=====

# 2
Below is a gas-phase ion, C9H17N2O (charge +1), with properties calculated with ωB97M-V with the def2-TZVPD basis set.

Atoms and positions in Å:
C (-1.155, -0.186, -1.908)
C (-0.798, 0.687, -0.669)
C (-1.930, 0.738, 0.371)
C (-0.291, 2.055, -1.142)
C (0.918, 1.893, -0.262)
C (0.546, 0.359, -0.061)
N (0.565, -0.092, 1.330)
C (0.680, -1.557, 1.476)
C (1.998, -2.031, 0.939)
N (2.045, -1.778, -0.536)
C (1.548, -0.723, -1.153)
O (1.763, -0.443, -2.296)
H (-1.490, 0.529, -2.708)
H (-1.963, -0.898, -1.842)
H (-0.324, -0.687, -2.346)
H (-2.302, -0.233, 0.620)
H (-2.799, 1.435, -0.125)
H (-1.699, 1.278, 1.403)
H (-0.829, 3.006, -0.942)
H (0.072, 1.947, -2.279)
H (1.836, 2.042, -0.900)
H (0.979, 2.413, 0.784)
H (-0.260, 0.380, 1.812)
H (1.440, 0.299, 1.643)
H (-0.152, -1.858, 1.028)
H (0.523, -1.725, 2.527)
H (2.865, -1.748, 1.452)
H (2.019, -3.202, 0.978)
H (2.425, -2.522, -1.088)

Calculated values
Charge ... +1
Energy above the lowest of the compared OMol25 structures with the same formula, charge and spin ... 57.8 kcal/mol
SMILES ... CC1(C)CC[C@@]12[NH2+]CCNC2=O
Kohn-Sham gap ... 10.36 eV

Atom charges from the Mulliken analysis, given in e for atoms 1 to 6: -1.706, 1.518, -1.793, -0.721, -0.935, -0.217

=====

# 3
Below is 11 unconnected molecules or ions with the total composition C46H78N3O21P, with properties calculated with ωB97M-V with the def2-TZVPD basis set.

Atoms and positions in Å:
C (2.887, 6.820, 1.712)
N (3.109, 5.872, 0.662)
C (4.438, 5.312, 0.600)
P (1.844, 5.169, -0.100)
O (1.586, 3.751, 0.355)
N (0.501, 6.076, 0.293)
C (0.276, 7.416, -0.081)
C (-0.447, 5.623, 1.344)
N (2.299, 5.293, -1.726)
C (2.022, 4.326, -2.776)
C (2.584, 6.607, -2.263)
H (3.370, 7.780, 1.560)
H (3.088, 6.363, 2.728)
H (1.858, 6.879, 1.846)
H (5.174, 6.135, 0.494)
H (4.492, 4.539, -0.144)
H (4.706, 4.808, 1.574)
H (-0.066, 7.982, 0.751)
H (1.140, 7.946, -0.351)
H (-0.448, 7.535, -0.906)
H (-1.503, 5.540, 1.000)
H (-0.062, 4.698, 1.824)
H (-0.495, 6.443, 2.099)
H (2.914, 4.046, -3.334)
H (1.636, 3.362, -2.333)
H (1.285, 4.747, -3.525)
H (2.959, 7.198, -1.412)
H (1.620, 7.072, -2.595)
H (3.303, 6.490, -3.062)
O (1.500, -4.442, 2.601)
C (0.930, -5.429, 2.986)
C (1.278, -6.829, 2.668)
C (0.055, -7.624, 3.061)
C (-0.543, -6.705, 4.182)
O (-0.231, -5.371, 3.718)
H (1.444, -6.830, 1.612)
H (2.119, -7.106, 3.272)
H (-0.656, -7.699, 2.263)
H (0.284, -8.674, 3.332)
H (-1.606, -6.666, 4.362)
H (-0.097, -6.830, 5.184)
O (-5.714, 0.651, 3.638)
C (-4.797, -0.114, 3.574)
C (-4.785, -1.519, 3.046)
C (-3.619, -2.150, 3.912)
C (-2.738, -0.931, 4.077)
O (-3.602, 0.252, 4.164)
H (-5.741, -1.923, 3.224)
H (-4.533, -1.543, 1.974)
H (-4.017, -2.411, 4.889)
H (-3.124, -2.987, 3.429)
H (-2.166, -0.932, 4.986)
H (-2.018, -0.811, 3.230)
O (-3.172, -2.695, -1.226)
C (-3.669, -1.618, -1.333)
C (-5.102, -1.139, -1.087)
C (-5.067, 0.250, -1.686)
C (-3.614, 0.644, -1.437)
O (-2.931, -0.583, -1.724)
H (-5.742, -1.849, -1.605)
H (-5.373, -1.187, -0.029)
H (-5.185, 0.189, -2.764)
H (-5.923, 0.842, -1.283)
H (-3.244, 1.460, -2.042)
H (-3.558, 0.865, -0.352)
O (-3.774, -2.759, -4.194)
C (-3.134, -3.184, -5.075)
C (-2.815, -4.660, -5.259)
C (-1.637, -4.644, -6.213)
C (-2.020, -3.413, -6.990)
O (-2.644, -2.499, -6.126)
H (-2.691, -5.209, -4.322)
H (-3.806, -4.974, -5.747)
H (-0.642, -4.574, -5.742)
H (-1.651, -5.506, -6.847)
H (-1.138, -2.942, -7.427)
H (-2.709, -3.701, -7.803)
O (0.985, 0.438, -2.363)
C (0.566, -0.043, -1.377)
C (-0.226, 0.517, -0.239)
C (-0.240, -0.574, 0.800)
C (0.091, -1.812, -0.012)
O (0.881, -1.373, -1.137)
H (0.211, 1.428, 0.098)
H (-1.150, 0.918, -0.604)
H (0.565, -0.471, 1.541)
H (-1.209, -0.618, 1.359)
H (0.632, -2.574, 0.578)
H (-0.801, -2.326, -0.399)
O (1.502, -4.823, -4.313)
C (2.041, -3.738, -4.255)
C (1.569, -2.426, -4.984)
C (2.744, -1.422, -4.834)
C (3.486, -2.059, -3.565)
O (3.238, -3.475, -3.582)
H (1.407, -2.637, -6.096)
H (0.660, -2.055, -4.430)
H (3.373, -1.392, -5.638)
H (2.377, -0.408, -4.623)
H (4.546, -2.012, -3.516)
H (2.982, -1.614, -2.639)
O (0.399, -9.072, -0.609)
C (0.412, -7.930, -1.095)
C (-0.272, -7.409, -2.370)
C (-0.495, -5.936, -2.022)
C (0.769, -5.656, -1.219)
O (1.112, -6.924, -0.505)
H (0.496, -7.453, -3.179)
H (-1.162, -8.011, -2.634)
H (-0.608, -5.347, -2.982)
H (-1.380, -5.677, -1.445)
H (1.694, -5.424, -1.794)
H (0.593, -4.880, -0.518)
O (6.134, 1.825, 1.254)
C (5.257, 1.357, 0.564)
C (4.834, -0.103, 0.601)
C (3.484, -0.128, -0.173)
C (3.607, 1.153, -1.061)
O (4.602, 1.991, -0.404)
H (5.645, -0.651, 0.208)
H (4.712, -0.409, 1.629)
H (3.290, -0.970, -0.756)
H (2.600, 0.057, 0.538)
H (3.843, 0.969, -2.106)
H (2.654, 1.644, -1.096)
O (-2.791, 2.321, 1.561)
C (-2.933, 3.098, 2.444)
C (-4.238, 3.771, 2.816)
C (-4.035, 4.025, 4.315)
C (-2.508, 4.258, 4.320)
O (-1.988, 3.396, 3.312)
H (-4.266, 4.654, 2.172)
H (-5.008, 3.135, 2.430)
H (-4.538, 4.918, 4.593)
H (-4.240, 3.130, 4.915)
H (-2.317, 5.345, 4.112)
H (-2.042, 4.062, 5.302)
O (2.332, 5.395, 4.818)
C (2.164, 4.357, 4.276)
C (3.029, 3.601, 3.323)
C (2.565, 2.171, 3.404)
C (1.095, 2.388, 3.712)
O (1.014, 3.652, 4.427)
H (2.725, 3.915, 2.353)
H (4.069, 3.924, 3.545)
H (2.780, 1.690, 2.493)
H (3.149, 1.751, 4.225)
H (0.484, 2.545, 2.803)
H (0.594, 1.717, 4.429)

Calculated values
SMILES ... CN(C)P(=O)(N(C)C)N(C)C.O=C1CCCO1.O=C1CCCO1.O=C1CCCO1.O=C1CCCO1.O=C1CCCO1.O=C1CCCO1.O=C1CCCO1.O=C1CCCO1.O=C1CCCO1.O=C1CCCO1
Kohn-Sham gap ... 9.35 eV

Atom charges from the Mulliken analysis, given in e for atoms 1 to 6: -0.951, 0.375, -0.757, 0.530, -0.492, 0.097

=====

# 4
Below is a molecular structure, C20H22AlClF5NOP, with properties calculated with ωB97M-V with the def2-TZVPD basis set.

Atoms and positions in Å:
C (-1.035, -4.801, 2.715)
C (-1.194, -4.448, 1.235)
F (-1.834, -5.583, 0.606)
Al (-2.146, -2.720, 0.827)
N (-1.544, -1.254, 1.754)
F (-1.921, -2.349, -0.827)
P (-4.571, -2.944, 1.156)
O (-4.732, -1.742, 2.317)
Cl (-4.639, -4.638, 2.446)
H (-1.777, -5.557, 2.975)
H (-1.217, -3.940, 3.365)
H (-0.047, -5.200, 2.978)
H (-0.198, -4.437, 0.768)
H (-0.557, -1.045, 1.636)
H (-1.728, -1.196, 2.749)
H (-5.647, -1.690, 2.604)
F (0.921, 1.080, 0.294)
C (0.339, 1.121, -0.929)
C (1.076, 1.648, -1.973)
C (0.484, 1.714, -3.226)
C (-0.812, 1.251, -3.412)
C (-1.520, 0.729, -2.337)
C (-0.954, 0.660, -1.070)
H (2.077, 2.016, -1.792)
H (1.032, 2.152, -4.050)
H (-1.272, 1.310, -4.390)
H (-2.526, 0.355, -2.474)
H (-1.487, 0.233, -0.228)
F (1.462, -2.444, 3.159)
C (2.403, -2.526, 2.201)
C (2.960, -3.760, 1.924)
C (3.918, -3.835, 0.923)
C (4.298, -2.699, 0.221)
C (3.711, -1.476, 0.520)
C (2.754, -1.378, 1.519)
H (2.630, -4.630, 2.475)
H (4.361, -4.794, 0.684)
H (5.038, -2.769, -0.566)
H (3.989, -0.589, -0.034)
H (2.266, -0.444, 1.756)
F (0.350, 4.880, -3.973)
C (0.069, 5.387, -2.748)
C (-0.709, 4.640, -1.883)
C (-0.979, 5.170, -0.630)
C (-0.481, 6.415, -0.265)
C (0.293, 7.139, -1.160)
C (0.578, 6.627, -2.420)
H (-1.076, 3.670, -2.189)
H (-1.577, 4.596, 0.066)
H (-0.695, 6.818, 0.716)
H (0.683, 8.110, -0.880)
H (1.183, 7.167, -3.136)

Calculated values
Charge ... -1
Energy above the lowest of the compared OMol25 structures with the same formula, charge and spin ... 0.0 kcal/mol
Kohn-Sham gap ... 6.63 eV

Atom charges from the Mulliken analysis, given in e for atoms 1 to 6: -1.141, 0.478, -0.368, -0.087, -0.269, -0.392

=====

# 5
Below is a molecular structure, C6H9N3, with properties calculated with ωB97M-V with the def2-TZVPD basis set.

Atoms and positions in Å:
C (1.661, 0.749, -1.980)
C (0.379, 1.302, -2.167)
C (1.536, -0.186, -0.928)
C (-0.502, 0.697, -1.307)
C (-0.529, -0.811, 0.492)
C (-0.029, -0.808, 1.950)
N (0.200, -0.179, -0.557)
N (-1.814, 0.984, -0.855)
N (-2.102, 0.322, 0.357)
H (2.557, 0.989, -2.549)
H (0.112, 2.246, -2.565)
H (2.151, -1.080, -0.758)
H (-0.986, -1.726, 0.122)
H (0.422, 0.248, 2.123)
H (0.614, -1.658, 2.048)
H (-0.974, -1.004, 2.498)
H (-1.917, 1.935, -0.712)
H (-2.602, -0.541, 0.060)

Calculated values
Energy above the lowest of the compared OMol25 structures with the same formula, charge and spin ... 64.4 kcal/mol
Kohn-Sham gap ... 8.50 eV

Atom charges from the Mulliken analysis, given in e for atoms 1 to 6: -0.248, -0.828, -0.635, 0.362, -0.125, -1.027

=====

# 6
Below is 2 unconnected molecules or ions with the total composition C7H13NO2S2, with properties calculated with ωB97M-V with the def2-TZVPD basis set.

Atoms and positions in Å:
C (0.726, 0.364, 1.234)
C (2.202, 0.418, 3.200)
C (3.299, 0.970, 2.456)
C (-0.138, -1.499, -0.748)
C (-2.387, -0.903, 0.092)
C (-0.998, 0.673, -1.351)
C (-1.000, -0.435, -0.263)
N (1.031, 0.208, 2.548)
O (1.578, 0.727, 0.481)
O (-0.543, 0.159, 1.012)
S (-1.126, -1.497, 5.045)
S (2.255, -0.104, 4.806)
H (3.050, 2.016, 2.235)
H (3.435, 0.555, 1.372)
H (4.215, 0.863, 3.015)
H (0.767, -0.925, -1.120)
H (0.180, -2.279, 0.029)
H (-0.578, -2.196, -1.551)
H (-2.324, -1.716, 0.909)
H (-2.912, -1.418, -0.638)
H (-3.094, -0.149, 0.595)
H (-0.036, 1.164, -1.481)
H (-1.520, 0.362, -2.318)
H (-1.612, 1.464, -0.933)
H (0.341, -0.426, 3.042)

Calculated values
Energy above the lowest of the compared OMol25 structures with the same formula, charge and spin ... 64.3 kcal/mol
Kohn-Sham gap (spin up / spin down) ... 6.15 / 6.15 eV

Atom charges from the Mulliken analysis, given in e for atoms 1 to 6: 0.746, 0.415, -0.925, -1.464, -1.653, -1.426